ORCA calculation (ωB97M-V/def2-TZVPD) on C5H5NO2 in the gas phase in a non-equilibrium geometry.

The geometry in XYZ format:
```
13
Properties=species:S:1:pos:R:3:forces:R:3:nbo_charge:R:1
C 2.8634 0.5217 -0.8350 -1.347 0.349 -0.243 -0.2968
C 2.0359 0.4004 0.2210 1.378 0.449 -1.732 -0.2495
C 0.6148 0.1481 0.1541 0.679 -0.341 -2.087 0.1835
C -0.2397 -0.0136 -0.9147 0.655 0.622 2.179 -0.4277
C -1.4939 -0.2771 -0.2953 -2.610 -0.219 -2.149 0.6947
O -2.5889 -0.4622 -0.8037 0.896 0.111 0.735 -0.6056
O -1.3649 -0.2825 1.0632 0.804 -0.136 0.889 -0.3091
N 0.0063 -0.1450 1.2991 -1.183 -0.247 1.736 -0.2603
H 3.8997 0.8155 -0.7526 0.045 -0.230 0.298 0.2089
H 2.4808 0.4763 -1.8702 0.168 -0.190 0.664 0.2003
H 2.4641 0.5252 1.1793 0.282 0.041 1.057 0.2080
H -0.1463 0.2475 -1.9354 0.330 -0.140 -0.610 0.2463
H 0.2048 0.2304 2.2291 -0.099 -0.070 -0.735 0.4072
```
Forces are in eV/Å.

Computed properties:
* electronic energy: -398.68336 Eh
* molecular weight: 111.1 u
* E_HOMO: -8.862 eV
* SMILES: C=Cc1cc(=O)o[nH]1
* total charge: 0
* multiplicity: 1
* ΔE to the lowest compared entry with this formula, charge and spin: 249.7 kJ/mol